This record from OMol25 describes an isolated molecule of C29H37N3O5. The level of theory is ωB97M-V/def2-TZVPD.

The geometry in XYZ format:
```
74
Properties=species:S:1:pos:R:3:mulliken_charge:R:1
C -6.337 -0.388 -2.497 -1.04
C -7.444 -0.317 -1.447 -0.29
O -7.019 0.070 -0.161 -0.40
C -6.251 -0.873 0.560 -0.82
C -4.752 -0.566 0.534 0.69
H -4.381 -0.630 -0.489 -0.13
H -4.611 0.457 0.884 0.11
C -3.975 -1.543 1.432 -1.17
N -2.564 -1.284 1.610 0.36
C -2.277 -0.136 2.439 -0.99
H -1.206 -0.082 2.622 0.28
H -2.606 0.820 2.007 0.24
H -2.780 -0.268 3.397 0.42
C -1.730 -1.448 0.432 -0.60
C -1.409 -0.174 -0.366 0.69
H -2.323 0.318 -0.699 0.48
C -0.556 -0.534 -1.582 -1.76
N 0.669 -1.188 -1.166 0.06
C 1.823 -0.495 -1.247 0.87
O 1.842 0.647 -1.720 -0.82
C 3.094 -1.072 -0.801 0.24
C 4.254 -0.345 -0.605 0.93
N 4.310 1.019 -0.802 -0.08
C 5.134 1.930 -0.236 0.42
O 6.117 1.693 0.432 -0.65
C 4.713 3.374 -0.541 -0.58
O 3.382 3.538 -0.956 -0.51
C 2.373 3.267 -0.069 0.16
C 1.085 3.500 -0.541 -0.30
C -0.021 3.258 0.255 0.90
C 0.172 2.776 1.545 -0.34
C 1.449 2.540 2.015 -0.90
C 2.557 2.781 1.220 -0.40
H 3.543 2.582 1.611 0.42
H 1.593 2.161 3.017 0.41
H -0.679 2.588 2.183 0.44
C -1.397 3.529 -0.276 -1.70
H -1.559 4.603 -0.363 0.46
H -2.160 3.122 0.383 0.28
H -1.516 3.093 -1.267 0.33
H 0.971 3.864 -1.549 0.47
H 5.323 3.733 -1.377 0.33
H 4.947 3.989 0.339 0.41
H 3.463 1.355 -1.280 0.38
C 5.262 -1.283 -0.207 0.69
C 6.617 -1.216 0.121 -0.16
C 7.268 -2.390 0.430 -0.82
C 6.607 -3.620 0.420 -0.35
C 5.269 -3.713 0.098 -1.14
C 4.611 -2.533 -0.214 -0.39
O 3.312 -2.406 -0.567 -0.59
H 4.746 -4.656 0.086 0.45
H 7.155 -4.516 0.669 0.39
H 8.316 -2.362 0.688 0.41
H 7.122 -0.266 0.146 0.52
C 0.429 -2.409 -0.433 -0.82
H 1.367 -2.883 -0.162 0.48
C -0.399 -2.112 0.820 -0.89
H 0.169 -1.448 1.473 0.17
H -0.597 -3.037 1.361 0.37
H -0.127 -3.092 -1.086 0.36
H -0.281 0.365 -2.135 0.64
H -1.103 -1.215 -2.243 0.33
H -0.847 0.525 0.254 -0.44
H -2.261 -2.143 -0.230 0.42
H -4.078 -2.555 1.026 0.36
H -4.429 -1.542 2.427 0.39
H -6.605 -0.821 1.597 0.31
H -6.439 -1.888 0.187 0.41
H -7.964 -1.286 -1.396 0.32
H -8.169 0.451 -1.732 0.31
H -5.764 0.536 -2.497 0.27
H -5.666 -1.223 -2.304 0.26
H -6.781 -0.526 -3.480 0.41
```

Molar mass, g mol⁻¹: 507.6
F_max, eV/Å: 1.30
Energy above the lowest of the compared OMol25 structures with the same formula, charge and spin, kJ/mol: 19.21
Kohn-Sham gap, eV: 8.438
Highest occupied orbital energy, eV: -8.1